Entry 1:
The following is a DFT calculation (ωB97M-V/def2-TZVPD) of a molecular structure, C29H22AsClNO4RuS at a distorted geometry.

Cartesian coordinates (Å):
Ru  1.01  0.20  -0.59
S  0.05  2.11  -0.98
C  -1.08  2.58  0.38
C  -1.39  3.93  0.62
C  -2.30  4.32  1.58
C  -2.90  3.33  2.31
C  -2.65  1.96  2.08
C  -1.75  1.63  1.09
As  -1.18  -0.19  0.66
C  -1.56  -1.16  2.27
C  -2.00  -2.49  2.33
C  -2.30  -3.10  3.54
C  -2.02  -2.37  4.69
C  -1.49  -1.05  4.69
C  -1.25  -0.46  3.46
C  -2.42  -1.04  -0.60
C  -1.99  -2.21  -1.31
C  -2.91  -2.83  -2.16
C  -4.24  -2.37  -2.22
C  -4.63  -1.24  -1.51
C  -3.68  -0.59  -0.71
H  -0.88  4.62  -0.03
H  -2.52  5.35  1.74
H  -3.69  3.51  3.07
H  -3.23  1.16  2.65
H  -2.17  -3.03  1.41
H  -2.85  -4.05  3.62
H  -2.36  -2.69  5.67
H  -1.45  -0.54  5.71
H  -0.79  0.50  3.44
H  -0.98  -2.59  -1.29
H  -2.67  -3.71  -2.79
H  -4.98  -2.83  -2.74
H  -5.68  -1.02  -1.60
H  -4.02  0.32  -0.11
O  1.39  -3.06  1.70
Cl  2.09  -1.96  1.12
O  1.63  -1.71  -0.32
O  1.77  -0.66  1.75
O  3.45  -2.15  1.04
C  5.14  1.59  0.91
C  5.83  1.56  -0.29
C  5.32  1.12  -1.53
C  3.95  0.78  -1.51
N  3.25  0.92  -0.38
C  3.82  1.26  0.78
C  3.14  0.53  -2.67
C  3.58  0.20  -3.97
C  2.76  0.03  -5.09
C  1.38  0.09  -4.90
C  0.87  0.41  -3.66
C  1.76  0.45  -2.52
H  5.69  2.10  1.73
H  6.82  2.01  -0.28
H  5.83  1.09  -2.49
H  3.17  1.29  1.67
H  4.59  -0.08  -4.18
H  3.22  -0.30  -5.97
H  0.71  0.01  -5.74
H  -0.21  0.54  -3.59

Summary:
- Total charge: +1
- 2S+1: 5
- Expectation value of S²: 6.033
- Energy relative to the best compared isomer or geometry (same formula, charge and spin): 13.5 kcal/mol
- HOMO-LUMO gap (spin up / spin down): 7.79 / 6.08 eV

These are the Löwdin partial charges, in e, on atoms 1 to 2: number 1, Ru, carries 1.025; number 2, S, carries 0.704

Entry 2:
The following is a DFT calculation (ωB97M-V/def2-TZVPD) of a molecular structure, C29H22BrCrN6OS.

Cartesian coordinates (Å):
Cr  -0.58  0.57  -0.48
N  -4.61  -1.10  0.23
C  -3.28  -0.78  0.07
S  -2.90  0.43  -1.11
N  -2.46  -1.41  0.85
N  -1.13  -1.01  0.71
C  -0.29  -1.76  1.33
C  1.13  -1.51  1.44
C  1.93  -2.54  1.95
C  3.28  -2.37  2.15
C  3.85  -1.13  1.86
C  3.09  -0.10  1.38
C  1.71  -0.25  1.13
O  1.01  0.74  0.66
H  -5.20  -0.88  -0.56
H  -4.78  -1.99  0.68
H  -0.70  -2.63  1.83
H  1.46  -3.49  2.18
H  3.89  -3.19  2.53
H  4.91  -0.98  2.02
H  3.52  0.87  1.14
Br  -1.79  -2.60  -2.30
C  -0.01  -3.06  -1.85
C  0.25  -4.40  -1.72
C  1.58  -4.84  -1.61
C  2.60  -3.94  -1.73
C  2.33  -2.56  -1.87
C  3.41  -1.67  -2.07
C  3.16  -0.33  -2.19
C  1.86  0.15  -1.97
C  0.75  -0.64  -1.73
C  1.00  -2.05  -1.82
H  -0.56  -5.11  -1.76
H  1.79  -5.90  -1.49
H  3.63  -4.27  -1.72
H  4.42  -2.07  -2.13
H  3.98  0.36  -2.36
H  1.77  1.23  -1.88
C  -2.65  2.29  4.64
C  -3.09  3.25  3.74
C  -2.63  3.27  2.44
C  -1.71  2.31  2.00
C  -1.26  1.34  2.91
C  -1.73  1.34  4.22
N  -1.23  2.27  0.69
N  -1.36  3.42  0.05
C  -0.99  3.37  -1.24
C  -1.10  4.54  -2.02
C  -0.81  4.49  -3.36
C  -0.41  3.27  -3.93
C  -0.29  2.17  -3.11
N  -0.53  2.21  -1.79
H  -3.02  2.28  5.66
H  -3.81  3.99  4.06
H  -2.98  4.01  1.73
H  -0.52  0.62  2.59
H  -1.36  0.58  4.91
H  -1.43  5.44  -1.53
H  -0.90  5.38  -3.97
H  -0.21  3.17  -4.99
H  0.01  1.21  -3.50

Summary:
- Total charge: -1
- 2S+1: 5
- Expectation value of S²: 6.065
- Energy relative to the best compared isomer or geometry (same formula, charge and spin): 0.7 kcal/mol
- HOMO-LUMO gap (spin up / spin down): 6.22 / 6.98 eV

These are the Löwdin partial charges, in e, on atoms 1 to 2: number 1, Cr, carries 0.588; number 2, N, carries 0.051

Entry 3:
The following is a DFT calculation (ωB97M-V/def2-TZVPD) of a molecular structure, C29H22DyN7O2S4 at a distorted geometry.

Cartesian coordinates (Å):
Dy  -0.30  0.51  0.05
C  2.09  3.19  0.05
C  2.24  2.18  1.00
C  2.22  0.94  0.34
C  2.01  1.20  -1.05
C  1.93  2.60  -1.20
H  2.09  4.25  0.25
H  2.44  2.32  2.06
H  2.54  -0.01  0.77
H  2.12  0.48  -1.86
H  1.80  3.13  -2.14
N  5.57  -5.16  -3.33
C  4.57  -4.61  -2.52
C  3.59  -5.43  -1.96
C  2.67  -4.90  -1.08
C  2.72  -3.56  -0.75
C  3.66  -2.73  -1.32
C  4.58  -3.25  -2.21
S  1.60  -2.91  0.50
O  0.86  -4.03  1.04
O  2.44  -2.19  1.43
N  0.65  -1.82  -0.25
C  -0.12  -2.26  -1.22
N  0.01  -3.50  -1.72
C  -0.82  -3.85  -2.68
C  -1.79  -3.00  -3.20
C  -1.83  -1.72  -2.66
N  -1.02  -1.35  -1.69
H  5.32  -6.01  -3.80
H  6.04  -4.49  -3.93
H  3.57  -6.48  -2.22
H  1.91  -5.50  -0.62
H  3.66  -1.69  -1.05
H  5.33  -2.61  -2.66
H  -0.70  -4.86  -3.05
H  -2.46  -3.30  -3.99
H  -2.53  -0.97  -3.01
C  -0.91  4.18  0.35
C  -1.34  3.61  1.66
C  -1.98  4.48  2.56
C  -2.52  3.99  3.71
C  -2.37  2.62  4.01
C  -2.95  2.07  5.16
C  -2.76  0.74  5.45
C  -1.99  -0.05  4.61
C  -1.41  0.44  3.44
S  -0.46  -0.65  2.51
C  -1.62  1.82  3.10
N  -1.14  2.33  1.93
H  -0.23  5.02  0.50
H  -1.78  4.55  -0.19
H  -0.40  3.43  -0.27
H  -2.07  5.53  2.31
H  -3.08  4.62  4.39
H  -3.56  2.70  5.80
H  -3.22  0.29  6.33
H  -1.82  -1.09  4.84
S  -3.19  0.68  0.03
C  -3.01  1.81  -1.25
S  -1.53  1.85  -2.14
C  -4.04  2.68  -1.61
C  -5.22  2.83  -0.89
N  -6.22  3.05  -0.35
C  -3.93  3.54  -2.70
N  -3.91  4.28  -3.59

Summary:
- Total charge: -2
- 2S+1: 6
- Expectation value of S²: 9.335
- Energy relative to the best compared isomer or geometry (same formula, charge and spin): 0.0 kcal/mol
- HOMO-LUMO gap (spin up / spin down): 6.05 / 6.10 eV

These are the Löwdin partial charges, in e, on atoms 1 to 2: number 1, Dy, carries 1.172; number 2, C, carries -0.192

Entry 4:
The following is a DFT calculation (ωB97M-V/def2-TZVPD) of a molecular structure, C29H22F6KN7O8S2.

Cartesian coordinates (Å):
K  -0.29  1.42  0.31
C  5.68  -1.17  -0.24
C  4.23  -1.21  -0.65
C  3.45  -2.35  -0.43
C  2.11  -2.37  -0.75
C  1.44  -1.26  -1.32
N  0.10  -1.19  -1.51
C  -0.61  -2.24  -1.99
C  -0.05  -3.29  -2.76
C  -0.81  -4.29  -3.33
C  -2.20  -4.33  -3.18
C  -3.05  -5.40  -3.83
C  -2.77  -3.32  -2.42
C  -2.02  -2.31  -1.84
N  -2.72  -1.31  -1.11
C  -2.41  -0.85  0.12
C  -3.38  0.05  0.47
C  -4.25  0.08  -0.64
N  -3.85  -0.75  -1.59
C  2.27  -0.14  -1.57
C  3.61  -0.12  -1.23
N  1.71  1.04  -2.15
C  0.80  1.12  -3.15
C  0.64  2.44  -3.45
C  1.49  3.11  -2.55
N  2.14  2.26  -1.77
H  6.14  -2.15  -0.33
H  5.79  -0.85  0.81
H  6.25  -0.46  -0.85
H  3.90  -3.22  0.03
H  1.51  -3.25  -0.53
H  1.02  -3.28  -2.93
H  -0.32  -5.06  -3.93
H  -2.43  -6.23  -4.15
H  -3.57  -5.01  -4.71
H  -3.80  -5.78  -3.14
H  -3.84  -3.29  -2.27
H  -1.52  -1.17  0.64
H  -3.44  0.62  1.39
H  -5.13  0.67  -0.79
H  4.17  0.79  -1.42
H  0.32  0.24  -3.54
H  -0.04  2.88  -4.16
H  1.61  4.17  -2.41
F  -3.31  2.98  2.47
C  -2.71  4.13  2.76
F  -3.66  5.06  2.99
F  -2.00  3.98  3.88
S  -1.59  4.70  1.40
O  -0.48  3.78  1.40
O  -1.33  6.07  1.73
N  -2.58  4.52  0.18
S  -2.04  4.11  -1.25
O  -1.20  5.10  -1.86
O  -1.66  2.72  -1.37
C  -3.65  4.21  -2.14
F  -3.47  3.82  -3.41
F  -4.11  5.47  -2.16
F  -4.57  3.43  -1.59
O  -1.02  0.98  2.87
C  -0.44  0.59  3.86
C  0.89  0.01  3.95
C  1.36  -0.32  5.21
C  2.62  -0.85  5.41
C  3.47  -1.06  4.29
C  3.06  -0.76  3.04
C  1.73  -0.22  2.77
O  1.35  0.01  1.61
N  3.06  -1.18  6.72
O  4.19  -1.64  6.86
O  2.30  -0.99  7.67
H  -0.94  0.67  4.85
H  0.73  -0.16  6.07
H  4.46  -1.47  4.47
H  3.68  -0.92  2.17

Summary:
- Total charge: -2
- HOMO-LUMO gap: 5.77 eV

These are the Löwdin partial charges, in e, on atoms 1 to 2: number 1, K, carries 0.789; number 2, C, carries -0.074

Entry 5:
The following is a DFT calculation (ωB97M-V/def2-TZVPD) of a molecular structure, C29H22GeI2NO2Ti at a distorted geometry.

Cartesian coordinates (Å):
Ti  0.19  -1.30  -0.95
I  0.19  -4.48  -5.15
C  1.73  -3.32  -4.36
C  3.02  -3.39  -4.93
C  4.06  -2.67  -4.42
I  5.94  -2.84  -5.34
C  3.87  -1.82  -3.30
C  4.85  -1.04  -2.66
C  4.53  -0.28  -1.57
C  3.21  -0.28  -1.09
N  2.28  -0.99  -1.67
C  2.57  -1.74  -2.76
C  1.45  -2.52  -3.26
O  0.31  -2.44  -2.67
H  3.18  -4.03  -5.79
H  5.87  -1.05  -3.04
H  5.28  0.32  -1.08
H  2.91  0.30  -0.23
C  0.89  -3.37  0.87
O  0.59  -1.99  0.83
H  0.49  -3.83  1.77
H  1.97  -3.55  0.85
H  0.47  -3.93  0.02
C  -0.52  0.27  -1.19
Ge  -1.21  1.12  0.34
C  0.16  1.88  1.56
C  0.44  3.24  1.64
C  1.47  3.73  2.43
C  2.26  2.85  3.16
C  2.00  1.48  3.10
C  0.97  1.00  2.30
C  -2.60  2.51  0.15
C  -3.09  3.22  1.25
C  -4.13  4.13  1.11
C  -4.71  4.33  -0.14
C  -4.24  3.63  -1.24
C  -3.19  2.73  -1.10
C  -2.15  -0.29  1.39
C  -2.79  -1.30  0.66
C  -3.36  -2.40  1.30
C  -3.32  -2.49  2.68
C  -2.71  -1.48  3.42
C  -2.14  -0.39  2.78
H  -0.17  3.94  1.07
H  1.67  4.79  2.47
H  3.07  3.22  3.78
H  2.61  0.79  3.67
H  0.78  -0.07  2.25
H  -2.64  3.06  2.23
H  -4.50  4.67  1.97
H  -5.53  5.03  -0.25
H  -4.69  3.79  -2.21
H  -2.82  2.18  -1.96
H  -2.82  -1.23  -0.42
H  -3.84  -3.18  0.72
H  -3.75  -3.35  3.18
H  -2.68  -1.55  4.50
H  -1.65  0.37  3.37

Summary:
- Total charge: -1
- Energy relative to the best compared isomer or geometry (same formula, charge and spin): 5.6 kcal/mol
- HOMO-LUMO gap: 5.82 eV

These are the Löwdin partial charges, in e, on atoms 1 to 2: number 1, Ti, carries 0.783; number 2, I, carries 0.869

Entry 6:
The following is a DFT calculation (ωB97M-V/def2-TZVPD) of a molecular structure, C29H22N3ORu at a distorted geometry.

Cartesian coordinates (Å):
Ru  0.16  0.05  -0.41
C  -0.25  -4.26  -0.67
C  -0.24  -2.89  -0.98
N  -0.09  -1.97  -0.05
C  0.03  -2.32  1.27
C  -0.01  -3.67  1.66
C  -0.14  -4.64  0.64
C  0.06  -3.99  3.04
C  0.13  -2.96  3.94
C  0.19  -1.61  3.56
C  0.18  -1.24  2.22
N  0.25  -0.01  1.64
C  0.37  1.21  2.25
C  0.79  1.52  3.53
C  0.82  2.86  3.98
C  0.43  3.90  3.19
C  0.03  3.64  1.86
C  -0.37  4.65  0.95
C  -0.75  4.32  -0.32
C  -0.68  2.98  -0.72
N  -0.29  2.02  0.10
C  0.04  2.32  1.39
H  -0.36  -4.98  -1.46
H  -0.35  -2.53  -2.00
H  -0.16  -5.68  0.91
H  0.04  -5.02  3.35
H  0.16  -3.19  5.00
H  0.22  -0.87  4.33
H  1.15  0.75  4.20
H  1.16  3.04  4.99
H  0.44  4.92  3.56
H  -0.38  5.68  1.29
H  -1.07  5.07  -1.03
H  -0.92  2.66  -1.73
C  0.66  -0.28  -3.33
O  -0.19  0.21  -2.33
H  1.53  0.37  -3.47
H  0.12  -0.33  -4.28
H  1.04  -1.28  -3.11
C  4.47  3.21  -2.10
C  3.08  3.14  -2.33
C  2.34  2.14  -1.77
C  2.91  1.14  -0.95
C  2.15  0.08  -0.34
C  2.85  -0.88  0.34
C  4.25  -0.84  0.50
C  4.98  0.18  -0.02
C  4.32  1.19  -0.76
C  5.07  2.25  -1.34
H  5.06  4.01  -2.54
H  2.60  3.88  -2.96
H  1.29  2.08  -2.01
H  2.33  -1.71  0.81
H  4.74  -1.63  1.05
H  6.05  0.24  0.11
H  6.14  2.27  -1.18

Summary:
- 2S+1: 2
- Expectation value of S²: 0.757
- Energy relative to the best compared isomer or geometry (same formula, charge and spin): 6.4 kcal/mol
- HOMO-LUMO gap (spin up / spin down): 6.49 / 6.28 eV

These are the Löwdin partial charges, in e, on atoms 1 to 2: number 1, Ru, carries 1.309; number 2, C, carries -0.036

Entry 7:
The following is a DFT calculation (ωB97M-V/def2-TZVPD) of a molecular structure, C29H23BrIrN3O2S2Te at a distorted geometry.

Cartesian coordinates (Å):
Ir  0.34  0.86  -0.98
S  2.78  1.29  -1.11
C  2.19  2.87  -1.36
N  0.87  3.03  -1.32
C  0.52  4.33  -1.43
C  -0.77  4.87  -1.38
C  -0.94  6.23  -1.48
C  0.16  7.08  -1.65
C  1.44  6.58  -1.72
C  1.62  5.21  -1.59
S  3.11  4.32  -1.57
H  -1.62  4.21  -1.25
H  -1.93  6.66  -1.42
H  0.00  8.14  -1.75
H  2.29  7.24  -1.86
C  -2.96  1.30  -1.69
O  -1.96  0.30  -1.59
C  -2.35  -1.01  -1.57
C  -3.67  -1.43  -1.54
C  -3.96  -2.79  -1.57
Br  -5.77  -3.35  -1.56
C  -2.95  -3.73  -1.57
C  -1.61  -3.32  -1.55
C  -1.31  -1.95  -1.57
O  0.00  -1.48  -1.54
C  -0.62  -4.37  -1.52
N  -0.94  -5.60  -1.86
C  0.18  -6.35  -1.75
C  0.37  -7.71  -2.00
C  1.62  -8.23  -1.74
C  2.65  -7.42  -1.25
C  2.48  -6.06  -1.00
C  1.24  -5.52  -1.27
N  0.70  -4.26  -1.15
H  -3.61  1.30  -0.81
H  -3.56  1.17  -2.59
H  -2.41  2.24  -1.75
H  -4.49  -0.73  -1.51
H  -3.16  -4.78  -1.58
H  0.51  -1.84  -2.28
H  -0.43  -8.31  -2.42
H  1.81  -9.28  -1.91
H  3.62  -7.87  -1.07
H  3.29  -5.48  -0.59
H  1.15  -3.46  -0.75
C  0.53  2.97  2.08
Te  -0.70  1.28  1.51
C  0.51  0.33  3.04
C  0.85  1.43  4.00
C  1.14  1.17  5.33
C  1.48  2.22  6.17
C  1.52  3.52  5.69
C  1.21  3.79  4.37
C  0.87  2.74  3.52
H  0.01  3.91  1.91
H  1.43  2.94  1.46
H  1.41  -0.05  2.56
H  -0.03  -0.49  3.50
H  1.09  0.16  5.71
H  1.71  2.02  7.21
H  1.79  4.33  6.35
H  1.21  4.80  4.00

Summary:
- Total charge: +2
- Energy relative to the best compared isomer or geometry (same formula, charge and spin): 91.4 kcal/mol
- HOMO-LUMO gap (spin up / spin down): 3.37 / 3.36 eV

These are the Löwdin partial charges, in e, on atoms 1 to 2: number 1, Ir, carries 0.852; number 2, S, carries 0.678

Entry 8:
The following is a DFT calculation (ωB97M-V/def2-TZVPD) of a molecular structure, C29H23N3O3PRhS.

Cartesian coordinates (Å):
Rh  -0.92  0.23  0.83
C  -3.61  5.13  -0.90
C  -2.59  4.77  -0.02
C  -2.30  3.43  0.18
C  -3.04  2.47  -0.49
C  -4.07  2.81  -1.37
C  -4.34  4.15  -1.57
N  -2.71  1.10  -0.23
N  -3.49  0.25  -0.70
C  -3.14  -1.10  -0.43
C  -4.04  -2.06  -0.82
C  -3.76  -3.39  -0.51
C  -2.61  -3.68  0.20
C  -1.75  -2.65  0.55
N  -2.00  -1.38  0.23
H  -3.84  6.17  -1.06
H  -2.03  5.53  0.50
H  -1.53  3.15  0.88
H  -4.63  2.05  -1.89
H  -5.13  4.44  -2.25
H  -4.93  -1.77  -1.35
H  -4.45  -4.17  -0.80
H  -2.37  -4.69  0.49
H  -0.85  -2.84  1.12
O  -0.03  1.83  1.79
S  0.27  1.02  3.04
O  0.01  1.64  4.28
O  -0.53  -0.25  2.71
C  1.94  0.52  2.90
C  2.82  0.75  3.93
C  4.14  0.33  3.79
C  4.54  -0.31  2.63
C  3.64  -0.54  1.59
C  2.32  -0.13  1.71
P  1.19  -0.38  0.33
C  1.62  0.67  -1.05
C  0.96  1.88  -1.30
C  1.33  2.66  -2.39
C  2.37  2.25  -3.21
C  3.04  1.06  -2.96
C  2.66  0.26  -1.89
C  1.31  -2.08  -0.17
C  1.71  -3.06  0.75
C  1.69  -4.40  0.38
C  1.28  -4.75  -0.90
C  0.88  -3.78  -1.82
C  0.90  -2.45  -1.45
H  2.48  1.24  4.83
H  4.84  0.50  4.59
H  5.57  -0.63  2.52
H  3.98  -1.05  0.70
H  0.18  2.25  -0.65
H  0.82  3.59  -2.58
H  2.67  2.87  -4.05
H  3.86  0.75  -3.59
H  3.18  -0.67  -1.72
H  2.02  -2.79  1.75
H  2.01  -5.16  1.08
H  1.28  -5.79  -1.20
H  0.57  -4.07  -2.81
H  0.59  -1.69  -2.17

Summary:
- Total charge: +2
- Energy relative to the best compared isomer or geometry (same formula, charge and spin): 24.5 kcal/mol
- HOMO-LUMO gap: 6.41 eV

These are the Löwdin partial charges, in e, on atoms 1 to 2: number 1, Rh, carries 1.007; number 2, C, carries -0.031